No. 1
C29H69N3O7 | ωB97M-V/def2-TZVPD

Geometry (Å):
C1 -5.017 -17.787 4.027
C2 -5.962 -18.216 2.886
C3 -5.764 -19.707 2.570
C4 -7.356 -17.884 3.427
C5 -8.395 -17.818 2.349
C6 -8.110 -16.849 1.194
C7 -6.677 -17.071 0.589
C8 -6.801 -18.316 -0.377
C9 -6.160 -15.793 -0.055
N1 -5.689 -17.335 1.682
O1 -4.432 -17.631 1.220
H1 -5.183 -16.747 4.309
H2 -5.214 -18.470 4.853
H3 -3.952 -17.938 3.853
H4 -4.776 -19.916 2.159
H5 -5.811 -20.239 3.520
H6 -6.436 -20.087 1.800
H7 -7.631 -18.629 4.173
H8 -7.434 -16.899 3.888
H9 -8.538 -18.813 1.928
H10 -9.395 -17.601 2.725
H11 -8.138 -15.807 1.511
H12 -8.883 -16.934 0.431
H13 -7.484 -18.188 -1.217
H14 -6.973 -19.221 0.204
H15 -5.861 -18.544 -0.881
H16 -6.185 -14.988 0.679
H17 -6.756 -15.549 -0.935
H18 -5.142 -15.931 -0.420
H19 -4.149 -16.851 0.736
C10 -7.661 -23.844 6.321
C11 -6.722 -23.492 7.515
C12 -6.589 -24.713 8.429
C13 -5.326 -23.270 6.804
C14 -5.115 -21.948 6.033
C15 -5.508 -20.824 6.996
C16 -6.915 -20.936 7.613
C17 -7.165 -19.834 8.596
C18 -7.925 -20.605 6.458
N2 -7.077 -22.262 8.235
O2 -8.369 -22.353 8.709
H20 -8.698 -23.913 6.651
H21 -7.639 -23.101 5.525
H22 -7.527 -24.843 5.905
H23 -7.512 -24.972 8.946
H24 -6.277 -25.588 7.858
H25 -5.927 -24.651 9.292
H26 -4.571 -23.459 7.567
H27 -5.107 -24.116 6.153
H28 -4.125 -21.774 5.611
H29 -5.821 -21.937 5.202
H30 -5.290 -19.859 6.537
H31 -4.734 -20.868 7.763
H32 -8.223 -19.903 8.851
H33 -7.087 -18.864 8.105
H34 -6.582 -19.838 9.517
H35 -8.850 -21.145 6.656
H36 -7.626 -20.842 5.436
H37 -8.002 -19.523 6.341
H38 -8.311 -22.377 9.667
C19 -9.126 -14.300 9.472
C20 -10.426 -14.314 8.600
C21 -11.601 -14.899 9.477
C22 -10.815 -12.797 8.228
C23 -11.895 -12.764 7.086
C24 -11.352 -13.447 5.838
C25 -11.024 -14.905 6.175
C26 -12.321 -15.704 6.350
C27 -10.270 -15.410 4.918
N3 -10.151 -15.017 7.305
O3 -9.489 -16.240 7.540
H39 -8.865 -15.257 9.925
H40 -8.324 -14.283 8.735
H41 -9.079 -13.468 10.175
H42 -11.576 -14.640 10.535
H43 -12.594 -14.632 9.116
H44 -11.495 -15.976 9.353
H45 -11.341 -12.411 9.101
H46 -9.981 -12.111 8.077
H47 -12.856 -13.185 7.380
H48 -12.147 -11.733 6.838
H49 -10.433 -13.091 5.372
H50 -12.163 -13.558 5.118
H51 -12.145 -16.770 6.490
H52 -13.081 -15.718 5.570
H53 -12.898 -15.347 7.204
H54 -10.080 -16.482 4.973
H55 -9.313 -14.911 4.764
H56 -10.850 -15.320 3.999
H57 -10.199 -16.685 8.008
C28 -3.691 -17.972 9.426
O4 -4.048 -16.667 8.950
H58 -2.724 -17.952 9.929
H59 -4.429 -18.330 10.144
H60 -3.632 -18.629 8.559
H61 -4.904 -16.719 8.518
C29 -6.410 -13.941 6.213
O5 -5.313 -14.647 5.646
H62 -6.267 -14.005 7.291
H63 -6.564 -12.911 5.893
H64 -7.365 -14.427 6.010
H65 -5.337 -14.508 4.697
O6 -7.378 -17.075 10.842
H66 -7.086 -17.073 9.930
H67 -8.298 -17.334 10.798
O7 -6.590 -16.592 7.711
H68 -6.357 -16.744 6.795
H69 -7.526 -16.394 7.691

Calculated values
- total energy (eV) = -49989.2914
- SMILES = CC1(C)CCCC(C)(C)N1O.CC1(C)CCCC(C)(C)N1O.CC1(C)CCCC(C)(C)N1O.CO.CO.O.O
- LUMO energy (eV) = 0.3
- Kohn-Sham gap (eV) = 8.3
- multiplicity = 1
- highest occupied orbital energy (eV) = -7.9
- charge = 0
- relative energy (zero: lowest compared OMol25 entry of this formula, charge and spin) (kcal per mole) = 65.07

***

No. 2
C29H71B2F3N6O4P2 | ωB97M-V/def2-TZVPD

Geometry (Å):
C1 -2.584 -4.523 3.233
C2 -2.824 -4.425 1.721
C3 -2.840 -2.975 1.154
C4 -1.980 -2.018 1.984
C5 -1.776 -0.680 1.247
C6 -0.534 -0.647 0.347
C7 0.146 0.720 0.335
C8 0.662 1.221 1.696
C9 1.206 0.187 2.697
C10 2.697 -0.152 2.549
C11 3.151 -0.636 1.168
C12 3.021 -2.162 1.010
C13 3.619 -2.647 -0.311
C14 3.892 -4.179 -0.266
B1 2.929 -5.116 -1.076
C15 3.468 -6.609 -1.368
O1 3.724 -7.351 -0.145
C16 2.766 -8.237 0.149
F1 1.561 -7.648 0.372
F2 2.603 -9.193 -0.790
F3 3.112 -8.865 1.290
B2 1.361 -4.763 -1.656
C17 0.312 -3.824 -0.954
O2 0.999 -5.340 -2.885
H1 -1.535 -4.378 3.483
H2 -3.185 -3.812 3.796
H3 -2.868 -5.526 3.554
H4 -2.065 -5.021 1.213
H5 -3.805 -4.859 1.522
H6 -3.866 -2.612 1.192
H7 -2.449 -3.009 0.138
H8 -2.463 -1.774 2.930
H9 -0.997 -2.434 2.215
H10 -1.712 0.095 2.011
H11 -2.636 -0.412 0.628
H12 0.196 -1.372 0.716
H13 -0.772 -0.960 -0.671
H14 -0.614 1.441 0.010
H15 0.902 0.758 -0.450
H16 1.496 1.898 1.478
H17 -0.083 1.846 2.184
H18 1.105 0.648 3.683
H19 0.634 -0.741 2.751
H20 2.895 -0.985 3.232
H21 3.316 0.669 2.913
H22 2.711 -0.091 0.333
H23 4.229 -0.454 1.111
H24 3.638 -2.584 1.809
H25 2.006 -2.519 1.193
H26 3.056 -2.323 -1.187
H27 4.600 -2.168 -0.378
H28 4.905 -4.348 -0.654
H29 3.936 -4.490 0.784
H30 2.840 -7.160 -2.066
H31 4.434 -6.502 -1.871
H32 -0.680 -4.077 -1.330
H33 0.329 -3.895 0.133
H34 0.588 -2.803 -1.236
H35 0.616 -6.213 -2.765
C18 -3.492 4.981 1.912
N1 -4.559 4.062 1.551
C19 -4.352 3.567 0.196
P1 -5.001 2.781 2.624
O3 -3.701 2.015 2.682
N2 -5.114 3.239 4.271
C20 -5.114 4.602 4.748
C21 -4.454 2.364 5.232
N3 -6.742 3.104 2.420
C22 -7.508 1.882 2.123
C23 -7.279 4.213 1.646
H36 -3.375 5.730 1.125
H37 -2.526 4.481 2.056
H38 -3.734 5.538 2.815
H39 -5.194 2.936 -0.113
H40 -3.436 2.969 0.113
H41 -4.298 4.398 -0.509
H42 -4.095 5.003 4.835
H43 -5.577 4.656 5.737
H44 -5.699 5.262 4.106
H45 -3.376 2.562 5.302
H46 -4.585 1.320 4.960
H47 -4.896 2.498 6.222
H48 -7.333 1.526 1.102
H49 -8.578 2.051 2.254
H50 -7.218 1.083 2.813
H51 -7.172 4.081 0.563
H52 -6.823 5.157 1.924
H53 -8.346 4.297 1.871
C24 5.250 1.741 -2.412
N4 4.235 1.306 -3.357
C25 3.728 -0.002 -2.975
P2 2.944 2.367 -3.798
O4 2.290 2.575 -2.451
N5 3.414 3.983 -4.117
C26 4.779 4.425 -4.278
C27 2.611 5.026 -3.489
N6 3.117 1.981 -5.530
C28 1.830 1.641 -6.159
C29 4.164 1.130 -6.073
H54 5.988 0.946 -2.279
H55 4.838 1.995 -1.427
H56 5.805 2.598 -2.789
H57 3.021 -0.375 -3.727
H58 3.209 0.029 -2.009
H59 4.540 -0.731 -2.916
H60 5.266 4.605 -3.310
H61 4.808 5.361 -4.844
H62 5.377 3.712 -4.847
H63 2.900 5.201 -2.444
H64 1.556 4.766 -3.505
H65 2.721 5.962 -4.041
H66 1.473 0.652 -5.852
H67 1.912 1.660 -7.247
H68 1.070 2.377 -5.876
H69 4.023 0.066 -5.846
H70 5.148 1.428 -5.726
H71 4.162 1.245 -7.161

Calculated values
- total energy (eV) = -76436.3442
- SMILES = CCCCCCCCCCCCCCB(COC(F)(F)F)B(C)O.CN(C)P(=O)(N(C)C)N(C)C.CN(C)P(=O)(N(C)C)N(C)C
- LUMO energy (eV) = -0.3
- Kohn-Sham gap (eV) = 7.9
- multiplicity = 1
- highest occupied orbital energy (eV) = -8.2
- charge = 0
- relative energy (zero: lowest compared OMol25 entry of this formula, charge and spin) (kcal per mole) = 38.85

***

No. 3
C29H71BFN2O14P | ωB97M-V/def2-TZVPD

Geometry (Å):
C1 -4.429 5.164 -1.278
C2 -3.536 4.320 -2.248
P1 -3.454 2.553 -1.677
C3 -4.736 1.559 -2.581
B1 -1.776 1.898 -2.327
N1 -0.640 2.742 -2.496
C4 -1.750 0.331 -2.697
O1 -1.510 0.008 -3.787
N2 -2.084 -0.616 -1.648
C5 -1.087 -1.501 -1.334
O2 -0.235 -1.843 -1.996
F1 -1.227 -1.988 -0.105
H1 -5.343 5.426 -1.801
H2 -4.659 4.580 -0.393
H3 -3.877 6.056 -0.989
H4 -2.513 4.690 -2.246
H5 -3.904 4.410 -3.268
H6 -4.634 0.501 -2.343
H7 -5.755 1.844 -2.328
H8 -4.560 1.669 -3.651
H9 0.240 2.233 -2.480
H10 -0.602 3.383 -1.706
H11 -2.437 -0.146 -0.818
C6 1.119 5.173 -0.117
O3 1.304 4.035 0.707
C7 2.616 3.491 0.611
C8 3.467 3.879 1.801
O4 3.740 5.273 1.816
C9 2.940 5.983 2.746
H12 0.170 5.635 0.155
H13 1.916 5.908 0.016
H14 1.073 4.871 -1.170
H15 3.098 3.798 -0.322
H16 2.510 2.401 0.595
H17 4.431 3.364 1.725
H18 2.990 3.565 2.735
H19 3.266 5.767 3.769
H20 1.881 5.736 2.640
H21 3.071 7.048 2.556
C10 7.555 5.188 -4.106
O5 8.181 5.005 -2.848
C11 7.538 5.718 -1.800
C12 6.682 4.805 -0.949
O6 5.567 4.305 -1.677
C13 5.751 2.967 -2.108
H22 7.985 4.467 -4.801
H23 6.477 5.019 -4.049
H24 7.750 6.197 -4.484
H25 6.941 6.543 -2.200
H26 8.327 6.145 -1.172
H27 6.282 5.380 -0.107
H28 7.280 3.984 -0.542
H29 5.684 2.281 -1.256
H30 6.712 2.833 -2.610
H31 4.954 2.729 -2.811
C14 0.363 -4.322 0.578
O7 0.446 -5.451 1.440
C15 1.747 -6.020 1.472
C16 2.492 -5.624 2.730
O8 2.784 -4.232 2.745
C17 1.908 -3.500 3.587
H32 -0.588 -3.840 0.755
H33 1.163 -3.605 0.774
H34 0.405 -4.645 -0.468
H35 2.317 -5.739 0.581
H36 1.624 -7.108 1.465
H37 3.449 -6.155 2.753
H38 1.925 -5.912 3.621
H39 2.137 -3.703 4.639
H40 0.861 -3.739 3.387
H41 2.068 -2.440 3.394
C18 -9.107 3.022 -3.419
O9 -8.470 2.798 -2.172
C19 -9.113 3.471 -1.097
C20 -9.958 2.523 -0.273
O10 -11.071 2.041 -1.011
C21 -10.886 0.721 -1.493
H42 -8.678 2.330 -4.142
H43 -10.183 2.846 -3.360
H44 -8.919 4.046 -3.762
H45 -9.716 4.305 -1.465
H46 -8.323 3.882 -0.459
H47 -10.356 3.067 0.590
H48 -9.351 1.693 0.102
H49 -10.948 0.004 -0.666
H50 -9.928 0.607 -2.005
H51 -11.688 0.507 -2.199
C22 5.864 -4.036 2.790
O11 7.026 -3.462 2.212
C23 7.986 -4.432 1.823
C24 7.956 -4.671 0.328
O12 6.742 -5.291 -0.075
C25 5.826 -4.383 -0.665
H52 5.112 -3.257 2.879
H53 5.460 -4.840 2.172
H54 6.092 -4.419 3.792
H55 7.835 -5.370 2.365
H56 8.971 -4.039 2.097
H57 8.769 -5.355 0.063
H58 8.113 -3.734 -0.214
H59 6.171 -4.093 -1.663
H60 5.689 -3.491 -0.050
H61 4.867 -4.891 -0.761
C26 -4.762 -5.215 4.215
O13 -3.602 -4.652 3.630
C27 -2.649 -5.633 3.235
C28 -2.681 -5.874 1.742
O14 -3.902 -6.486 1.339
C29 -4.806 -5.573 0.745
H62 -5.507 -4.426 4.307
H63 -5.176 -6.018 3.599
H64 -4.535 -5.599 5.215
H65 -2.806 -6.569 3.780
H66 -1.661 -5.247 3.504
H67 -1.874 -6.562 1.482
H68 -2.516 -4.941 1.197
H69 -4.456 -5.289 -0.254
H70 -4.935 -4.676 1.356
H71 -5.770 -6.071 0.647

Calculated values
- total energy (eV) = -75545.7422
- SMILES = CCP(C)B(N)C(=O)NC(=O)F.COCCOC.COCCOC.COCCOC.COCCOC.COCCOC.COCCOC
- LUMO energy (eV) = 0.2
- Kohn-Sham gap (eV) = 8.7
- multiplicity = 1
- highest occupied orbital energy (eV) = -8.5
- charge = 0

***

No. 4
C29H72ClO23S10 | ωB97M-V/def2-TZVPD

Geometry (Å):
Cl1 0.318 1.454 -0.434
O1 -0.880 2.002 -1.041
O2 1.187 0.939 -1.506
O3 1.112 2.487 0.192
O4 0.064 0.397 0.532
C1 -3.843 -6.801 2.793
S1 -3.390 -6.087 1.190
O5 -3.691 -4.645 1.224
C2 -1.647 -6.315 1.319
H1 -3.499 -6.124 3.612
H2 -3.175 -7.649 2.846
H3 -4.837 -7.147 2.738
H4 -1.201 -5.649 0.605
H5 -1.376 -7.347 1.017
H6 -1.209 -6.218 2.337
C3 -2.856 2.136 1.269
S2 -4.432 1.699 1.980
O6 -5.033 0.661 1.121
C4 -3.906 0.978 3.555
H7 -2.128 1.419 1.101
H8 -2.425 3.016 1.855
H9 -3.102 2.471 0.319
H10 -4.844 0.602 4.069
H11 -3.508 1.762 4.181
H12 -3.207 0.152 3.415
C5 0.855 7.472 1.263
S3 -0.010 7.150 2.774
O7 -1.380 7.775 2.605
C6 -0.134 5.335 2.773
H13 0.990 8.561 1.247
H14 0.250 7.052 0.415
H15 1.759 6.882 1.339
H16 0.875 5.021 3.019
H17 -0.472 5.012 1.768
H18 -0.912 5.081 3.508
C7 2.411 -0.361 -6.930
S4 1.760 -1.872 -6.229
O8 2.863 -2.523 -5.507
C8 0.552 -1.274 -5.089
H19 3.096 0.077 -6.206
H20 1.669 0.356 -7.254
H21 2.945 -0.715 -7.800
H22 0.293 -2.173 -4.533
H23 -0.343 -0.823 -5.501
H24 1.046 -0.521 -4.472
C9 2.254 4.696 -1.371
S5 3.446 5.760 -2.328
O9 2.743 6.138 -3.629
C10 3.339 7.224 -1.163
H25 2.359 3.648 -1.578
H26 1.308 4.975 -1.659
H27 2.366 4.910 -0.287
H28 3.521 6.849 -0.166
H29 2.339 7.663 -1.205
H30 4.124 7.935 -1.399
C11 0.365 3.245 -3.916
S6 -0.849 2.556 -5.102
O10 -0.047 1.902 -6.222
C12 -1.397 1.225 -4.127
H31 -0.164 3.277 -2.979
H32 0.893 4.175 -4.231
H33 1.116 2.466 -3.717
H34 -0.529 0.664 -3.749
H35 -2.040 0.566 -4.760
H36 -1.849 1.571 -3.205
C13 5.591 -1.473 -3.534
S7 4.679 -1.723 -1.939
O11 5.097 -0.638 -1.012
C14 3.207 -1.052 -2.624
H37 5.385 -0.482 -3.791
H38 5.137 -2.206 -4.206
H39 6.664 -1.668 -3.543
H40 2.938 -1.641 -3.472
H41 3.380 0.038 -2.839
H42 2.502 -1.147 -1.846
C15 -3.032 -2.805 3.676
S8 -2.408 -3.992 4.932
O12 -1.409 -4.834 4.226
C16 -1.444 -2.841 5.779
H43 -3.477 -3.369 2.856
H44 -2.186 -2.185 3.234
H45 -3.829 -2.077 4.026
H46 -0.895 -3.324 6.680
H47 -2.067 -2.088 6.292
H48 -0.713 -2.393 5.114
C17 1.725 -4.351 2.505
S9 1.359 -2.727 1.865
O13 1.873 -1.789 2.884
C18 2.478 -2.543 0.492
H49 2.804 -4.348 2.658
H50 1.435 -5.124 1.762
H51 1.127 -4.425 3.469
H52 3.511 -2.699 0.827
H53 2.376 -1.523 0.127
H54 2.140 -3.224 -0.232
C19 -1.461 -2.190 -0.906
S10 -0.196 -3.340 -1.679
O14 0.263 -4.325 -0.577
C20 -1.345 -4.312 -2.599
H55 -2.052 -1.848 -1.784
H56 -0.961 -1.311 -0.502
H57 -2.006 -2.688 -0.095
H58 -2.260 -4.586 -2.036
H59 -0.829 -5.232 -2.963
H60 -1.677 -3.614 -3.446
C21 -5.207 -2.280 -1.400
C22 -5.838 -0.943 -1.776
O15 -4.850 -0.383 -2.658
C23 -4.183 -1.392 -3.152
O16 -3.412 -1.216 -4.053
O17 -4.413 -2.558 -2.557
H61 -5.918 -3.073 -1.300
H62 -4.632 -2.207 -0.550
H63 -5.887 -0.357 -0.877
H64 -6.697 -0.925 -2.375
C24 3.408 1.200 1.808
C25 4.093 1.734 0.528
O18 4.053 3.147 0.599
C26 3.444 3.498 1.739
O19 3.138 4.593 2.067
O20 3.081 2.374 2.468
H65 4.159 0.584 2.315
H66 2.470 0.660 1.668
H67 3.510 1.563 -0.308
H68 5.089 1.366 0.421
C27 1.317 0.633 4.591
C28 0.321 0.983 3.530
O21 -0.955 1.028 4.260
C29 -0.738 0.675 5.509
O22 -1.623 0.571 6.333
O23 0.501 0.380 5.808
H69 2.074 1.435 4.675
H70 1.648 -0.374 4.418
H71 0.201 0.285 2.726
H72 0.513 1.950 3.080

Calculated values
- total energy (eV) = -199195.4988
- LUMO energy (eV) = 1.8
- Kohn-Sham gap (eV) = 8.5
- multiplicity = 1
- highest occupied orbital energy (eV) = -6.7
- charge = -1